Entry 1:
{
  "formula": "C38H47BI2N10O3Tl",
  "method": "ωB97M-V/def2-TZVPD",
  "lumo_ev": -3.39,
  "homo_lumo_gap_ev": 6.8,
  "total_charge": 1,
  "species": ["Tl", "I", "C", "C", "C", "I", "C", "O", "C", "C", "N", "C", "C", "C", "C", "C", "C", "N", "C", "H", "H", "H", "H", "H", "H", "H", "H", "H", "H", "H", "C", "C", "C", "C", "C", "C", "N", "N", "B", "N", "C", "C", "C", "N", "C", "C", "C", "N", "C", "C", "C", "N", "C", "C", "C", "H", "H", "H", "H", "H", "H", "H", "H", "H", "H", "H", "H", "H", "H", "H", "H", "H", "H", "H", "H", "H", "H", "H", "H", "H", "H", "H", "H", "O", "C", "N", "C", "O", "C", "C", "C", "C", "N", "C", "H", "H", "H", "H", "H", "H", "H", "H"],
  "positions_angstrom": [[-0.193, 0.139, -0.273], [-5.077, 3.175, 4.640], [-4.186, 2.313, 2.967], [-4.257, 2.951, 1.736], [-3.623, 2.385, 0.642], [-3.664, 3.380, -1.192], [-2.930, 1.173, 0.734], [-2.318, 0.623, -0.303], [-2.899, 0.538, 1.985], [-2.208, -0.796, 2.076], [-0.757, -0.795, 1.757], [0.123, -0.306, 2.835], [0.032, 1.181, 3.111], [0.051, 1.640, 4.420], [-0.207, 2.975, 4.669], [-0.511, 3.803, 3.600], [-0.469, 3.271, 2.328], [-0.157, 1.993, 2.079], [-3.516, 1.104, 3.087], [-4.789, 3.887, 1.632], [-2.679, -1.474, 1.366], [-2.340, -1.219, 3.075], [-0.446, -1.730, 1.493], [1.150, -0.592, 2.591], [-0.147, -0.814, 3.767], [0.206, 0.941, 5.232], [-0.219, 3.353, 5.682], [-0.776, 4.841, 3.746], [-0.711, 3.884, 1.470], [-3.469, 0.604, 4.048], [1.589, -4.986, 3.296], [0.837, -4.942, 1.962], [-0.625, -4.586, 2.190], [1.598, -4.131, 0.935], [2.799, -4.618, 0.394], [3.135, -3.713, -0.567], [2.222, -2.718, -0.571], [1.249, -2.972, 0.360], [2.260, -1.668, -1.712], [2.742, -0.277, -1.233], [4.000, 0.134, -1.404], [4.196, 1.288, -0.687], [2.970, 1.561, -0.086], [2.072, 0.615, -0.443], [2.698, 2.735, 0.800], [3.185, 4.041, 0.166], [3.334, 2.526, 2.177], [0.940, -1.576, -2.522], [0.810, -2.018, -3.777], [-0.529, -2.190, -4.051], [-1.204, -1.801, -2.889], [-0.300, -1.411, -1.972], [-2.691, -1.886, -2.679], [-3.051, -2.343, -1.268], [-3.414, -0.591, -3.070], [1.032, -5.573, 4.029], [2.580, -5.426, 3.191], [1.713, -3.975, 3.694], [0.846, -5.952, 1.544], [-0.732, -3.816, 2.953], [-1.128, -4.268, 1.274], [-1.155, -5.460, 2.568], [3.307, -5.534, 0.645], [3.967, -3.692, -1.250], [3.109, -2.057, -2.465], [4.680, -0.442, -2.009], [5.102, 1.862, -0.601], [1.631, 2.795, 0.939], [4.275, 4.092, 0.175], [2.858, 4.135, -0.870], [2.811, 4.898, 0.729], [4.421, 2.474, 2.094], [3.083, 3.354, 2.841], [2.987, 1.600, 2.639], [1.681, -2.246, -4.368], [-0.969, -2.576, -4.955], [-3.018, -2.665, -3.373], [-2.853, -1.546, -0.557], [-4.115, -2.576, -1.212], [-2.486, -3.234, -0.985], [-3.171, 0.218, -2.379], [-3.160, -0.284, -4.087], [-4.493, -0.746, -3.034], [-1.355, -1.093, -7.411], [-1.479, 0.316, -7.436], [-1.083, 0.729, -6.107], [-0.907, 2.035, -5.819], [-1.088, 2.913, -6.643], [-0.472, 2.378, -4.418], [-0.024, 3.666, -4.167], [0.377, 3.996, -2.885], [0.299, 3.032, -1.898], [-0.153, 1.796, -2.122], [-0.524, 1.482, -3.363], [-1.571, -1.441, -8.281], [-2.507, 0.629, -7.634], [-0.824, 0.777, -8.178], [-0.808, -0.008, -5.476], [0.007, 4.375, -4.983], [0.741, 4.985, -2.646], [0.615, 3.256, -0.890], [-0.894, 0.478, -3.502]],
  "forces_ev_per_angstrom": [[-0.4, 0.8, -0.4], [0.0, 0.0, 0.0], [0.0, 0.0, 0.0], [0.1, -0.1, 0.1], [0.0, 0.1, -0.2], [0.1, 0.0, 0.0], [0.1, 0.0, 0.3], [0.3, 0.1, -0.3], [0.2, -0.1, 0.1], [-0.2, -0.1, 0.0], [0.6, 0.3, -0.1], [0.1, -0.1, 0.3], [-0.3, -0.1, -0.1], [-0.1, -0.1, 0.1], [0.0, 0.0, 0.1], [0.0, 0.1, 0.0], [0.1, -0.2, -0.1], [-0.5, -0.2, -0.3], [0.1, 0.0, 0.0], [0.0, 0.0, 0.0], [0.0, -0.1, 0.1], [0.1, 0.0, 0.0], [0.0, -0.3, 0.2], [0.0, 0.0, -0.1], [0.1, -0.1, 0.0], [0.0, 0.0, 0.0], [0.0, 0.0, 0.0], [0.0, 0.0, 0.0], [0.1, 0.0, -0.1], [0.0, 0.0, 0.0], [0.0, 0.1, 0.0], [0.0, 0.1, -0.1], [-0.1, 0.1, -0.2], [-0.2, 0.1, 0.0], [0.0, -0.1, 0.0], [0.3, 0.2, 0.0], [-0.2, -0.1, -0.3], [0.0, -0.1, 0.2], [-0.1, -0.2, 0.3], [-0.2, 0.2, -0.1], [0.0, -0.2, 0.1], [0.0, 0.1, 0.1], [-0.1, 0.1, -0.1], [0.3, -0.5, 0.3], [0.1, 0.0, 0.0], [0.1, 0.0, 0.0], [0.0, 0.0, 0.0], [0.0, 0.1, 0.1], [0.0, -0.3, 0.1], [-0.1, 0.1, -0.1], [0.0, 0.0, 0.1], [0.2, -0.1, 0.2], [0.0, 0.1, 0.0], [0.0, -0.1, 0.0], [0.0, 0.0, 0.0], [0.0, 0.0, 0.0], [0.0, 0.0, 0.0], [0.0, 0.0, 0.0], [0.0, 0.0, 0.0], [0.0, 0.3, 0.0], [0.0, 0.0, 0.0], [0.0, 0.0, 0.0], [0.0, 0.0, 0.0], [0.0, 0.0, 0.0], [-0.1, 0.2, -0.1], [0.0, 0.0, 0.0], [0.0, 0.0, 0.0], [-0.3, 0.0, 0.0], [0.0, 0.0, 0.0], [0.0, 0.0, 0.0], [0.0, 0.0, 0.0], [0.0, 0.0, 0.0], [0.0, 0.0, 0.0], [0.0, 0.0, 0.0], [0.0, 0.0, 0.0], [0.0, 0.0, 0.0], [0.0, 0.0, 0.0], [0.0, 0.0, -0.1], [0.0, 0.0, 0.0], [0.0, 0.0, 0.0], [0.0, 0.0, 0.0], [0.0, 0.0, 0.0], [0.0, 0.0, 0.0], [0.0, 0.1, 0.0], [0.0, -0.1, 0.1], [0.0, 0.0, 0.0], [0.1, 0.0, 0.0], [0.0, 0.1, 0.0], [-0.1, -0.1, 0.0], [0.1, 0.1, -0.1], [0.0, 0.0, 0.0], [0.0, 0.0, 0.1], [0.1, 0.0, 0.0], [0.0, 0.0, 0.1], [0.0, 0.0, 0.0], [0.0, 0.0, 0.0], [0.0, 0.0, 0.0], [0.0, 0.0, 0.0], [0.0, 0.0, 0.0], [0.0, 0.0, 0.0], [0.0, 0.0, 0.1], [0.0, -0.1, 0.0]]
}

---

Entry 2:
{
  "formula": "C38H47Cl3GeN5O4S2Se2Te2Ti",
  "method": "ωB97M-V/def2-TZVPD",
  "lumo_ev": -3.19,
  "homo_lumo_gap_ev": 6.3,
  "total_charge": 1,
  "species": ["Ti", "C", "C", "C", "C", "O", "Ge", "O", "C", "C", "C", "C", "O", "C", "C", "C", "C", "H", "H", "H", "H", "H", "H", "H", "H", "H", "H", "H", "H", "H", "H", "H", "H", "H", "H", "H", "H", "H", "H", "H", "H", "H", "H", "H", "Se", "Te", "Te", "Se", "N", "C", "C", "C", "C", "C", "C", "N", "C", "C", "C", "S", "C", "N", "H", "H", "H", "H", "H", "H", "H", "Cl", "C", "C", "C", "C", "C", "C", "N", "C", "C", "N", "C", "O", "C", "C", "C", "Cl", "S", "C", "C", "C", "Cl", "C", "H", "H", "H", "H", "H", "H", "H", "H", "H", "H", "H", "H", "H"],
  "positions_angstrom": [[0.020, -1.559, 1.533], [-3.608, -0.836, 1.591], [-3.221, -2.256, 1.184], [-4.066, -2.647, -0.063], [-3.544, -3.224, 2.332], [-1.836, -2.329, 0.884], [-1.328, -3.921, -0.139], [-0.711, -2.860, -1.403], [-0.450, -3.303, -2.782], [-0.184, -2.034, -3.595], [0.811, -4.169, -2.767], [-1.668, -4.008, -3.297], [0.347, -3.440, 1.275], [1.489, -4.371, 1.483], [2.678, -4.005, 0.590], [1.003, -5.744, 1.040], [1.973, -4.387, 2.929], [-4.534, -0.913, 2.145], [-2.828, -0.384, 2.233], [-3.727, -0.188, 0.734], [-5.112, -2.365, 0.088], [-3.724, -2.090, -0.967], [-4.039, -3.696, -0.262], [-4.627, -3.340, 2.479], [-3.101, -4.238, 2.137], [-3.143, -2.836, 3.240], [0.592, -1.465, -3.120], [0.182, -2.292, -4.577], [-1.099, -1.417, -3.672], [1.612, -3.533, -2.392], [0.640, -5.010, -2.095], [1.033, -4.597, -3.755], [-2.510, -3.356, -3.102], [-1.616, -4.189, -4.358], [-1.818, -4.976, -2.756], [2.319, -3.889, -0.426], [3.091, -3.045, 0.913], [3.471, -4.773, 0.606], [0.815, -5.698, -0.033], [1.739, -6.546, 1.226], [0.070, -6.042, 1.498], [2.012, -3.386, 3.335], [1.362, -5.010, 3.608], [2.992, -4.764, 2.897], [1.727, -0.920, 3.328], [2.930, 1.025, 2.325], [4.053, -0.550, 0.487], [1.758, -1.055, -0.302], [-1.398, 1.113, 5.394], [-1.376, 2.365, 4.841], [-1.708, 3.628, 5.349], [-1.763, 4.668, 4.457], [-1.454, 4.496, 3.109], [-1.141, 3.244, 2.609], [-1.108, 2.149, 3.483], [-0.927, 0.800, 3.225], [-1.106, 0.228, 4.386], [-1.160, -1.221, 4.572], [-1.631, -1.864, 5.664], [-1.596, -3.543, 5.438], [-0.945, -3.369, 3.895], [-0.755, -2.122, 3.558], [-1.471, 0.852, 6.350], [-1.931, 3.825, 6.396], [-1.983, 5.665, 4.830], [-1.484, 5.315, 2.424], [-0.915, 3.123, 1.567], [-1.975, -1.482, 6.615], [-0.683, -4.178, 3.258], [2.688, 8.858, -3.418], [2.078, 7.324, -2.938], [1.407, 6.583, -3.880], [1.064, 5.249, -3.578], [1.318, 4.706, -2.330], [0.958, 3.251, -2.025], [-0.346, 3.219, -1.242], [-0.686, 1.874, -0.780], [-1.378, 0.984, -1.553], [-1.544, -0.156, -0.862], [-0.888, 0.014, 0.351], [-0.409, 1.251, 0.362], [0.842, 2.462, -3.175], [2.101, 1.895, -3.572], [3.049, 2.837, -4.199], [4.232, 3.199, -3.623], [4.974, 2.753, -2.137], [5.146, 4.225, -4.650], [3.973, 4.176, -5.866], [2.890, 3.413, -5.515], [1.960, 5.511, -1.410], [2.276, 4.941, 0.197], [2.397, 6.801, -1.682], [1.121, 7.057, -4.819], [0.514, 4.646, -4.331], [1.770, 2.879, -1.338], [-1.151, 3.539, -1.858], [-0.338, 3.868, -0.352], [-1.705, 1.178, -2.559], [-2.022, -1.113, -1.129], [0.299, 1.625, 1.095], [1.849, 1.098, -4.267], [2.591, 1.500, -2.684], [4.233, 4.706, -6.792], [2.030, 3.264, -6.160], [2.993, 7.325, -0.958]],
  "forces_ev_per_angstrom": [[-0.1, -0.2, -0.3], [0.8, -0.1, 0.5], [-1.3, 0.0, -0.1], [0.3, 1.3, -0.1], [-0.2, -0.8, -0.8], [0.7, -0.5, 0.0], [0.2, -0.3, 0.9], [0.3, 0.0, -1.2], [0.7, 0.6, 0.3], [-0.7, -0.1, 0.4], [-0.6, 0.1, -0.1], [-0.3, -0.9, 0.8], [0.4, 0.1, 0.2], [0.4, -0.6, -0.2], [-0.2, 0.3, 0.1], [0.1, -0.2, -0.2], [-0.6, -0.3, 0.1], [-0.3, 0.3, 0.1], [-0.5, -0.3, -0.2], [-0.1, 0.2, -0.2], [0.1, -0.1, 0.1], [-0.2, -0.4, 0.6], [0.0, -0.8, -0.2], [0.3, 0.0, -0.2], [-0.4, 0.8, 0.2], [0.2, 0.2, 0.7], [0.3, 0.4, 0.4], [-0.1, -0.1, -0.5], [0.4, -0.2, 0.0], [0.2, -0.3, -0.1], [0.2, -0.1, 0.1], [0.1, 0.3, 0.2], [-0.4, 0.0, 0.0], [0.1, -0.2, -0.4], [0.0, 0.6, -0.5], [0.1, 0.0, -0.2], [0.1, -0.5, 0.0], [-0.5, 0.2, 0.2], [0.1, -0.2, -0.1], [-0.2, 0.5, 0.0], [-0.3, 0.0, 0.4], [0.1, 0.1, 0.1], [0.3, 0.1, -0.4], [0.0, -0.2, 0.3], [0.2, 0.1, -0.5], [0.3, 0.4, 0.4], [0.3, 0.2, 0.0], [-0.3, 0.3, -0.5], [0.4, -0.9, -0.6], [-0.5, 0.6, -0.1], [0.0, -0.3, 0.4], [0.3, 0.6, 0.3], [0.0, -1.0, -0.3], [0.1, 0.3, 0.2], [-0.1, 0.7, -0.3], [-0.2, -0.2, 0.5], [-0.3, -0.1, -0.1], [0.3, -0.8, -0.6], [-0.1, 0.0, 0.4], [0.0, -0.8, 0.4], [0.1, 1.1, 0.7], [-0.4, 1.1, 0.2], [-0.1, 0.1, 0.6], [0.1, -0.3, -0.2], [-0.1, -0.2, -0.1], [0.0, 0.5, -0.2], [-0.1, 0.1, 0.0], [0.0, 0.1, -0.2], [0.0, -0.5, -0.4], [0.0, 0.5, 0.1], [0.8, -0.2, 0.5], [-0.7, -1.1, -0.1], [-0.8, 0.7, -0.8], [-0.1, -0.5, -0.5], [0.9, 0.7, 1.1], [0.3, -0.4, 1.0], [-0.2, 0.0, -0.6], [-0.8, -0.3, -1.1], [0.2, -0.7, 0.6], [0.0, 0.0, 0.3], [0.8, -0.5, 0.1], [0.0, 0.0, 0.1], [-0.4, -0.2, 0.3], [0.1, 0.3, -0.5], [0.3, 0.4, -0.6], [-0.5, -0.1, 0.1], [0.4, 0.0, 0.4], [-0.3, 0.0, -0.6], [0.8, 0.2, 0.2], [0.4, 0.7, 0.4], [0.1, -0.3, 0.3], [-0.5, -0.4, -0.8], [0.2, -0.3, 0.2], [0.6, 0.5, 0.6], [-0.6, -0.1, -0.6], [-0.7, 0.3, -0.6], [0.4, -0.1, -0.5], [0.0, 0.4, 0.0], [0.6, 1.2, 0.2], [-0.3, -0.1, -0.2], [0.0, -0.1, 0.1], [-0.1, -0.5, 0.1], [-0.6, -0.3, 0.4], [0.1, -0.1, 0.2], [0.0, 0.3, 0.1]]
}